Formula: C19H18BrN3O3
Source: the Open Molecules 2025 dataset
Level of theory: ωB97M-V/def2-TZVPD

For the orbital gap, the calculation gives 9.07 eV. As for the energy relative to the best compared isomer or geometry (same formula, charge and spin): 0.000 eV. For the lowest unoccupied orbital energy, the calculation gives 0.441 eV. As for the max |F|: 3.459 eV/A. As for the SMILES: CC(=O)n1c(CCNC(=O)COc2ccc(Br)cc2)nc2ccccc21. The net charge is 0. The calculated total energy is -3698.8400 hartree.

```
44
C19H18BrN3O3 ωB97M-V/def2-TZVPD
C 1.874 2.578 0.579
C 0.515 2.101 1.057
O 0.322 2.228 2.271
N -0.486 1.676 0.185
C -0.513 1.682 -1.224
C 0.504 1.927 -2.361
C 0.901 0.585 -2.982
N 1.486 -0.304 -1.957
C 2.834 -0.347 -1.606
O 3.550 0.553 -2.056
C 3.397 -1.446 -0.696
O 2.452 -2.506 -0.440
C 1.422 -2.324 0.429
C 0.298 -3.181 0.208
C -0.759 -3.243 1.115
C -0.803 -2.360 2.204
Br -2.269 -2.566 3.491
C 0.201 -1.456 2.385
C 1.323 -1.474 1.541
N -1.654 1.239 -1.719
C -2.463 0.983 -0.621
C -3.780 0.499 -0.599
C -4.401 0.293 0.638
C -3.713 0.478 1.807
C -2.390 0.978 1.738
C -1.757 1.230 0.514
H 1.732 3.474 -0.048
H 2.501 2.864 1.408
H 2.357 1.801 0.027
H 1.353 2.580 -2.052
H 0.014 2.489 -3.175
H 0.045 0.060 -3.429
H 1.578 0.752 -3.834
H 0.877 -1.066 -1.585
H 3.880 -1.071 0.189
H 4.217 -1.900 -1.241
H 0.272 -3.872 -0.646
H -1.545 -4.007 1.016
H 0.202 -0.730 3.197
H 2.140 -0.773 1.720
H -4.250 0.315 -1.565
H -5.415 -0.090 0.667
H -4.188 0.247 2.749
H -1.860 1.107 2.700
```